C7H8AuCl2O4Tm | wB97M-V/def2-TZVPD

XYZ file:
```
23
Properties=species:S:1:pos:R:3:mulliken_spin:R:1
Tm -0.575 -0.904 -4.912 2.010
Au 0.411 -1.485 -2.170 -0.001
Cl -0.928 1.185 -3.754 -0.003
Cl 1.652 -1.768 -4.137 -0.004
C -0.647 -1.157 -0.611 0.003
C -0.275 -0.002 -7.232 0.000
C 0.116 -1.866 -7.131 -0.001
O -1.377 -0.970 0.263 0.000
O -0.207 0.558 -8.261 0.000
O 0.601 -2.453 -8.023 -0.001
C -0.493 1.421 4.101 0.118
C 0.464 0.270 4.493 0.123
C 1.007 -0.260 3.152 0.062
O 0.209 0.257 2.066 0.669
C -0.635 1.314 2.570 0.066
H -1.466 1.330 4.591 0.122
H -0.052 2.387 4.364 0.167
H -0.085 -0.525 5.008 0.185
H 1.269 0.618 5.144 0.103
H 2.057 0.058 3.024 0.118
H 0.981 -1.359 3.098 0.071
H -1.675 1.095 2.282 0.091
H -0.350 2.257 2.074 0.103
```

Output
Energy: -73793.764 eV
Frontier orbital gap (spin up / spin down): 8.8 / 2.0 eV
Spin multiplicity: 5
HOMO energy (spin up / spin down): -22.68 / -22.69 eV
Strongest force on any atom: 9.0 eV Å⁻¹
Net charge: +4
Molar mass: 592.944 g mol⁻¹